Entry 1:
This record from the OMol25 dataset describes a 3-piece molecular cluster, C8H24N2O3 overall. The level of theory is wB97M-V/def2-TZVPD.

The geometry in XYZ format:
```
37
Properties=species:S:1:pos:R:3
C -3.4533 -1.4379 4.9814
C -2.2929 -0.8894 4.1538
C -1.1343 -0.3333 4.9522
O -0.4606 0.5136 3.9231
C 0.7557 1.0513 4.3577
N -1.8429 -1.8094 3.1456
H -3.3271 -1.3479 6.0604
H -3.5730 -2.5074 4.8084
H -4.3544 -0.8274 4.9245
H -2.7441 -0.0682 3.5967
H -0.4826 -1.1654 5.2188
H -1.3905 0.2620 5.8286
H 0.7053 2.1323 4.4879
H 1.5984 0.8180 3.7069
H 0.8744 0.6068 5.3458
H -2.4073 -1.5741 2.3418
H -0.9514 -1.5173 2.7713
C -0.0537 0.1255 -3.0359
C 1.4792 0.3312 -3.4135
C 1.6989 -0.0412 -4.8919
O 3.0110 0.3492 -5.4252
C 3.2163 -0.1322 -6.7326
N 1.8246 1.7829 -3.1961
H -0.1318 -0.9617 -3.0391
H -0.7385 0.5427 -3.7742
H -0.0924 0.5894 -2.0503
H 2.2044 -0.3043 -2.9054
H 1.0529 0.6162 -5.4736
H 1.4811 -1.0962 -5.0580
H 4.0636 0.3544 -7.2155
H 2.4084 0.0184 -7.4487
H 3.3231 -1.2162 -6.6924
H 1.2123 2.3599 -3.7548
H 2.7179 2.0119 -3.6081
O -1.7216 0.7083 1.0915
H -1.0297 0.8967 1.7255
H -1.4452 1.1589 0.2935
```

The charge is +1. The value obtained for the HOMO energy (spin up / spin down) is -10.8 / -10.8 eV. Its expectation value of S² is 0.76. The energy relative to the best compared isomer or geometry (same formula, charge and spin) comes out at 147.9 kJ/mol. As for the HOMO-LUMO gap (spin up / spin down): 7.6 / 1.5 eV. As for the multiplicity: 2. For the max |F|, the calculation gives 4.4 eV/A. The calculation puts the calculated total energy at -654.001261 Ha.

=====

Entry 2:
This record from the OMol25 dataset describes C8H24NO6Zn as an isolated structure. The level of theory is wB97M-V/def2-TZVPD.

The geometry in XYZ format:
```
40
Properties=species:S:1:pos:R:3
Zn 7.4969 -13.7600 13.3129
O 8.4873 -14.7517 14.5237
H 8.5931 -15.6333 14.9074
C 10.7074 -12.2725 13.2800
C 9.5267 -11.6829 14.0517
C 9.7560 -10.2198 14.4184
O 9.6631 -9.4244 13.2576
C 9.9457 -8.0573 13.4418
N 8.3185 -11.8918 13.1849
H 10.6566 -13.3518 13.4376
H 11.5781 -12.0030 13.8841
H 10.9034 -11.8921 12.2803
H 9.4617 -12.2551 14.9773
H 10.6843 -10.1877 14.9893
H 8.8983 -9.9268 15.0378
H 9.8343 -7.5558 12.4788
H 10.9498 -7.8098 13.7892
H 9.2326 -7.4752 14.0348
H 7.7398 -11.0674 13.3880
H 8.6503 -11.5154 12.2915
C 7.0015 -17.5726 17.3614
C 7.2939 -16.1496 17.9264
O 7.1700 -15.1603 16.9060
O 8.1705 -18.1717 16.8073
H 6.2063 -17.5120 16.6248
H 6.7535 -18.1854 18.2302
H 8.2811 -15.9970 18.3745
H 6.6350 -15.8712 18.7500
H 7.7870 -15.3673 16.1901
H 8.7291 -18.5840 17.4687
C 11.5344 -16.1250 15.7552
C 11.5780 -16.2244 14.2447
O 10.2673 -16.5282 13.7384
O 11.0720 -14.8081 16.1245
H 12.5754 -16.1411 16.0821
H 10.9415 -16.9489 16.1544
H 12.2504 -17.0336 13.9633
H 11.9916 -15.2694 13.9112
H 9.5982 -15.8256 13.8676
H 10.2373 -14.6741 15.6651
```

The charge is +1. The value obtained for the HOMO energy is -12.3 eV. The energy relative to the best compared isomer or geometry (same formula, charge and spin) comes out at 370.0 kJ/mol. As for the HOMO-LUMO gap: 5.9 eV. As for the multiplicity: 1. For the max |F|, the calculation gives 2.8 eV/A. The calculation puts the calculated total energy at -2604.370692 Ha.

=====

Entry 3:
This record from the OMol25 dataset describes a 4-piece molecular cluster, C8H24O4 overall. The level of theory is wB97M-V/def2-TZVPD.

The geometry in XYZ format:
```
36
Properties=species:S:1:pos:R:3
C 0.6316 -1.7654 -2.5967
C -0.7639 -1.9241 -2.0718
O -1.1302 -0.6950 -1.5978
H 0.9967 -2.5961 -3.2007
H 1.4291 -1.7157 -1.8554
H 0.9033 -0.9187 -3.2271
H -0.7439 -2.6822 -1.2889
H -1.3988 -2.3721 -2.8362
H -2.0603 -0.7256 -1.3619
C 2.3634 -1.8732 4.6941
C 1.1215 -2.2334 3.8701
O 0.1806 -1.2023 3.9555
H 2.0953 -1.6893 5.7345
H 2.8664 -1.0719 4.1529
H 2.9931 -2.7626 4.7171
H 0.7147 -3.1937 4.1869
H 1.2220 -2.3966 2.7971
H 0.4599 -0.4314 3.4563
C 2.3471 0.9977 -0.7856
C 1.2971 1.2839 0.2871
O 0.5515 0.1303 0.6795
H 2.9351 0.0806 -0.7490
H 3.1146 1.7529 -0.9553
H 1.8117 0.9062 -1.7307
H 0.5835 2.0634 0.0202
H 1.6837 1.5749 1.2638
H 0.0152 -0.0767 -0.0893
C -3.0599 2.9888 -2.6041
C -2.5371 2.6407 -1.1146
O -3.5528 2.0283 -0.4004
H -3.9379 3.6307 -2.6766
H -3.2705 2.0361 -3.0900
H -2.2101 3.3593 -3.1775
H -2.3580 3.5795 -0.5906
H -1.5835 2.1171 -1.0467
H -3.7104 1.1556 -0.7683
```

The charge is 0. The value obtained for the HOMO energy is -9.8 eV. The energy relative to the best compared isomer or geometry (same formula, charge and spin) comes out at 151.9 kJ/mol. As for the HOMO-LUMO gap: 10.2 eV. As for the multiplicity: 1. For the max |F|, the calculation gives 2.7 eV/A. The calculation puts the calculated total energy at -620.076265 Ha. As for the SMILES: CCO.CCO.CCO.CCO.

=====

Entry 4:
This record from the OMol25 dataset describes a 4-piece molecular cluster, C8H24O4 overall. The level of theory is wB97M-V/def2-TZVPD.

The geometry in XYZ format:
```
36
Properties=species:S:1:pos:R:3
C -2.3031 -1.0372 4.0637
C -2.8536 -2.3956 3.6517
O -4.1392 -2.1317 3.0509
H -1.6408 -1.0294 4.9294
H -3.1043 -0.4469 4.5081
H -1.7487 -0.5911 3.2380
H -2.9678 -2.9098 4.6060
H -2.2162 -3.0445 3.0512
H -4.0369 -1.6512 2.2261
C -0.7397 3.3113 -2.0486
C -0.9238 2.9256 -0.6063
O 0.3243 2.8017 0.0189
H 0.1248 3.9675 -2.1493
H -1.6767 3.7355 -2.4096
H -0.5565 2.4576 -2.7011
H -1.4097 1.9665 -0.4273
H -1.4846 3.7368 -0.1419
H 0.6032 1.8932 0.1547
C 2.5845 0.8412 -3.4989
C 2.6761 -0.5971 -3.0712
O 1.3634 -0.9183 -2.6822
H 1.9830 0.9510 -4.4013
H 3.5986 1.0768 -3.8217
H 2.1841 1.5520 -2.7761
H 3.4013 -0.6816 -2.2619
H 3.0135 -1.2479 -3.8779
H 0.7521 -0.9433 -3.4220
C 1.3716 -1.9920 1.1810
C 0.5807 -0.8043 0.8207
O 1.3479 -0.0074 -0.1195
H 2.3306 -1.7740 1.6509
H 1.5610 -2.6748 0.3527
H 0.7714 -2.5415 1.9062
H 0.2605 -0.2085 1.6754
H -0.3121 -1.1770 0.3186
H 1.2811 -0.4115 -0.9877
```

The charge is +1. The value obtained for the HOMO energy (spin up / spin down) is -12.5 / -12.5 eV. Its expectation value of S² is 0.75. The energy relative to the best compared isomer or geometry (same formula, charge and spin) comes out at 143.9 kJ/mol. As for the HOMO-LUMO gap (spin up / spin down): 9.6 / 2.9 eV. As for the multiplicity: 2. For the max |F|, the calculation gives 2.5 eV/A. The calculation puts the calculated total energy at -619.732995 Ha.

=====

Q: Among the records above, which one has the lowest energy relative to the best compared isomer or geometry (same formula, charge and spin)?
A: number 4

=====

Q: What is the multiplicity in the third record?
A: 1

=====

Q: Which of these has the highest energy relative to the best compared isomer or geometry (same formula, charge and spin)?
A: C8H24NO6Zn